Entry 1:
{"formula": "C5H16N3", "method": "ωB97M-V with the def2-TZVPD basis set", "e_above_lowest_ev": 2.243, "e_homo_ev": [-17.910, -17.909], "e_tot_ev": -9894.582, "spin_multiplicity": 2, "charge": 2, "gap_ha": [0.3488, 0.1571], "s2": 0.756, "elements": ["C", "C", "H", "H", "H", "H", "H", "H", "C", "C", "C", "N", "N", "N", "H", "H", "H", "H", "H", "H", "H", "H", "H", "H"], "xyz": [[-0.586635, 1.378034, -2.491548], [-1.324806, 0.080771, -2.058103], [-0.716600, 2.217126, -1.805474], [0.486407, 1.230968, -2.586790], [-1.052068, 1.556209, -3.439672], [-2.254022, 0.027539, -2.633260], [-1.490730, -0.237566, -1.024542], [-0.846076, -0.765491, -2.574193], [1.823382, -0.744711, 1.289098], [1.561693, -1.663307, -0.020387], [-0.373054, 0.392405, 1.671038], [0.591505, -0.600138, 1.930161], [-0.019061, 1.479670, 1.062518], [-1.590341, 0.204475, 2.175991], [2.475701, -1.299842, 1.963249], [2.353772, 0.146386, 0.953204], [1.908085, -2.661420, 0.244719], [2.087242, -1.197404, -0.838173], [0.381994, -1.236050, 2.700392], [0.938252, 1.596745, 0.760435], [-0.724073, 2.182094, 0.871272], [-1.791146, -0.742074, 2.501131], [-2.350342, 0.533890, 1.580126], [0.510923, -1.878310, -0.231192]], "atomic_forces_ev_per_a": [[-0.24, -0.99, 1.34], [0.23, -0.75, -1.65], [-0.35, 0.15, -0.23], [0.06, -0.05, -0.25], [0.33, 0.83, -0.55], [-0.44, 0.31, 0.84], [0.05, 0.45, 0.14], [0.39, 0.05, 0.47], [0.55, -0.56, 0.53], [-0.60, -1.31, 0.13], [-0.26, 0.15, 0.59], [0.21, 0.85, 0.09], [0.14, -0.50, -0.14], [0.10, -1.21, -1.06], [0.05, -0.04, -0.12], [-0.48, 0.30, 0.03], [0.58, 0.14, 0.01], [0.04, 0.12, -0.26], [-0.09, -0.21, -0.07], [-0.13, 0.44, -0.22], [0.22, 0.32, -0.16], [-0.12, 0.27, 0.23], [-0.21, 0.49, 0.50], [-0.03, 0.76, -0.19]]}


Entry 2:
{"formula": "C2H6N2O", "method": "ωB97M-V with the def2-TZVPD basis set", "e_above_lowest_ev": 1.104, "e_homo_ev": -10.181, "e_tot_ev": -7198.683, "charge": 0, "gap_ha": 0.4031, "smiles": "NCNC=O", "elements": ["N", "C", "N", "C", "O", "H", "H", "H", "H", "H", "H"], "xyz": [[1.548693, 0.105428, -1.111522], [0.918148, 0.542073, 0.110721], [-0.574210, 0.847282, 0.082976], [-1.283187, -0.336515, 0.326330], [-0.864791, -1.296039, 0.928729], [1.151095, -0.817644, -1.334125], [1.112480, 0.682754, -1.827733], [1.395346, 1.481103, 0.462656], [1.104808, -0.125152, 0.935516], [-0.845289, 1.158653, -0.845060], [-2.330719, -0.254955, 0.002200]], "atomic_forces_ev_per_a": [[-1.56, -0.51, -0.30], [0.22, 2.29, 1.33], [1.40, -2.25, -0.63], [-0.37, 0.42, 0.66], [-0.16, 0.20, -0.29], [0.50, 0.14, 0.18], [0.61, 0.17, -0.34], [-0.21, -0.34, -0.58], [-0.20, -0.53, -0.06], [-0.11, 0.56, 0.18], [-0.12, -0.16, -0.14]]}


Entry 3:
{"formula": "C2H5BNOTb", "method": "ωB97M-V with the def2-TZVPD basis set", "e_homo_ev": [-18.741, -18.410], "e_tot_ev": -28778.525, "spin_multiplicity": 7, "charge": 2, "gap_ha": [0.2655, 0.2998], "s2": 13.036, "elements": ["C", "B", "N", "C", "O", "H", "H", "H", "H", "H", "Tb"], "xyz": [[0.984570, 0.829528, 0.037737], [0.060264, -0.552911, 0.185643], [-1.188723, -0.494922, -0.723523], [-2.100246, 0.429637, -0.201022], [-2.543376, 1.601819, 0.331133], [0.323024, 1.804557, -0.110231], [1.776267, 0.734550, -0.821803], [1.534912, 0.980502, 1.084976], [0.660179, -1.541859, -0.036979], [-0.363496, -0.556615, 1.306536], [0.856624, -3.234285, -1.052467]], "atomic_forces_ev_per_a": [[1.37, 2.27, 0.96], [-1.91, 1.82, -0.25], [-4.18, 3.79, 2.71], [1.65, 6.94, 2.41], [3.42, -11.14, -5.09], [1.38, -2.20, 0.16], [-1.60, 0.16, 1.50], [-1.08, -0.40, -2.40], [0.76, -0.49, -0.06], [0.29, -0.10, 0.55], [-0.10, -0.64, -0.48]]}